{
  "formula": "C12H36FNaO16P4",
  "method": "the ωB97M-V functional and the def2-TZVPD basis",
  "orbital_gap_ev": [9.549, 3.391],
  "s2": 0.75,
  "spin_multiplicity": 2,
  "e_above_lowest_kj_mol": 266.9,
  "e_homo_ha": [-0.4683, -0.4683],
  "charge": 1,
  "e_tot_ev": -90075.5155,
  "species": ["Na", "F", "C", "O", "P", "O", "O", "C", "O", "C", "H", "H", "H", "H", "H", "H", "H", "H", "H", "C", "O", "P", "O", "O", "C", "O", "C", "H", "H", "H", "H", "H", "H", "H", "H", "H", "C", "O", "P", "O", "O", "C", "O", "C", "H", "H", "H", "H", "H", "H", "H", "H", "H", "C", "O", "P", "O", "O", "C", "O", "C", "H", "H", "H", "H", "H", "H", "H", "H", "H"],
  "positions_angstrom": [[0.0110, 2.3964, 0.8275], [0.1790, -0.0709, 0.6984], [-4.8998, 3.0559, -1.8106], [-3.9648, 3.5131, -0.8829], [-3.4889, 2.5750, 0.2725], [-2.2457, 3.0512, 0.9708], [-4.8254, 2.4511, 1.1824], [-5.1906, 3.6365, 2.0068], [-3.2623, 1.1212, -0.4744], [-3.0704, -0.0768, 0.3218], [-4.3167, 2.5410, -2.5742], [-5.4018, 3.9384, -2.2073], [-5.7864, 2.4895, -1.5256], [-5.2638, 3.5186, 3.0879], [-6.0979, 4.1013, 1.6209], [-4.4358, 4.4103, 1.8663], [-3.9711, -0.6884, 0.3743], [-2.9351, 0.1233, 1.3847], [-2.1896, -0.6646, 0.0634], [0.8944, -4.0405, 0.6981], [-0.1892, -4.9080, 0.7724], [-0.8003, -5.6204, -0.5240], [-2.0614, -6.3957, -0.2556], [-0.7641, -4.4742, -1.7094], [-1.7060, -3.4257, -1.6975], [0.5156, -6.4400, -1.0580], [0.7371, -7.6429, -0.3181], [1.5393, -4.3436, -0.1268], [1.3640, -3.9260, 1.6751], [0.6584, -3.0115, 0.4270], [-2.1440, -3.3902, -2.6950], [-1.4127, -2.4115, -1.4266], [-2.5316, -3.7128, -1.0463], [0.0358, -7.7277, 0.5120], [1.7090, -7.3783, 0.0984], [0.7454, -8.4760, -1.0208], [-1.4628, 5.2075, -3.3857], [-0.8899, 3.9608, -3.5998], [0.4021, 3.2946, -2.6987], [0.4627, 3.5899, -1.2526], [0.5489, 1.7664, -3.1467], [-0.1376, 0.7990, -2.2817], [1.7643, 3.9493, -3.3867], [2.9565, 3.8969, -2.6654], [-1.2700, 5.8999, -2.5663], [-2.5136, 4.9690, -3.2211], [-1.5092, 5.9153, -4.2133], [-0.8509, 0.1572, -2.7989], [-0.5628, 1.0703, -1.3155], [0.6191, 0.0850, -1.9564], [3.4936, 4.8257, -2.8572], [3.5508, 3.1823, -3.2349], [2.8655, 3.7681, -1.5869], [1.9732, -1.0426, 3.7703], [3.1207, -0.4262, 4.4214], [4.5665, -0.3793, 3.6813], [5.6191, 0.4384, 4.1989], [4.9116, -2.0268, 3.5149], [5.7558, -2.4566, 2.3796], [4.1805, 0.0589, 2.1739], [3.6706, 1.4220, 1.9139], [1.6010, -0.3154, 3.0487], [1.1790, -1.2616, 4.4840], [2.2719, -1.9807, 3.3025], [5.0500, -2.6892, 1.5822], [6.3006, -3.3900, 2.5215], [6.4268, -1.6234, 2.1710], [3.8025, 2.1937, 2.6723], [2.5834, 1.3511, 1.8801], [4.0870, 1.6936, 0.9439]]
}


{
  "formula": "C14H8AuBr3N2OS3Sb",
  "method": "the ωB97M-V functional and the def2-TZVPD basis",
  "orbital_gap_ev": [4.909, 2.742],
  "s2": 0.79,
  "spin_multiplicity": 2,
  "e_above_lowest_kj_mol": 134.9,
  "e_homo_ha": [-0.2365, -0.2364],
  "e_tot_ev": -272537.2590,
  "species": ["Au", "S", "Sb", "S", "S", "Br", "C", "C", "C", "Br", "C", "C", "C", "C", "N", "C", "C", "O", "H", "H", "H", "H", "Br", "C", "C", "C", "N", "C", "C", "H", "H", "H", "H"],
  "positions_angstrom": [[1.3101, -1.1941, -0.4505], [3.9394, -3.3224, 2.0674], [3.8257, -3.7320, -0.2518], [3.5958, -1.3764, -0.7977], [1.4356, -3.5364, -0.5680], [-3.3261, 1.4729, -0.8131], [-1.6263, 2.2226, -0.5204], [-1.4998, 3.5830, -0.2416], [-0.2648, 4.1408, -0.0417], [-0.1449, 6.0041, 0.2297], [0.9056, 3.3406, -0.0251], [2.2075, 3.8169, 0.2247], [3.2483, 2.9401, 0.3077], [3.0096, 1.5652, 0.1642], [1.8118, 1.0876, -0.1091], [0.7653, 1.9555, -0.2470], [-0.5030, 1.3750, -0.6411], [-0.5442, 0.1795, -1.0473], [-2.3859, 4.2037, -0.1905], [2.3684, 4.8800, 0.3476], [4.2565, 3.2858, 0.4960], [3.8115, 0.8419, 0.2834], [-4.8624, -4.6997, 0.3010], [-3.2954, -3.6631, 0.2172], [-2.5475, -3.4580, 1.3582], [-1.3944, -2.7029, 1.2439], [-0.9890, -2.1637, 0.0910], [-1.7332, -2.3690, -1.0064], [-2.8985, -3.1147, -0.9879], [-2.8466, -3.8739, 2.3112], [-0.7665, -2.5240, 2.1125], [-1.3875, -1.9058, -1.9246], [-3.4751, -3.2591, -1.8917]]
}


{
  "formula": "C20H18Cl4N2O2PtS2Se",
  "method": "the ωB97M-V functional and the def2-TZVPD basis",
  "orbital_gap_ev": 5.504,
  "e_above_lowest_kj_mol": 842.3,
  "e_homo_ha": -0.0581,
  "charge": -2,
  "e_tot_ev": -168455.4845,
  "species": ["Pt", "S", "C", "C", "C", "C", "C", "C", "S", "H", "H", "H", "H", "C", "N", "C", "C", "N", "C", "C", "Se", "H", "H", "H", "H", "H", "H", "H", "H", "Cl", "C", "C", "C", "C", "C", "C", "C", "H", "H", "H", "H", "H", "H", "Cl", "C", "Cl", "Cl", "C", "O", "O"],
  "positions_angstrom": [[0.3514, 0.2507, 0.0147], [-0.1450, 1.2020, -2.0910], [-0.7323, -0.1870, -2.9794], [-1.3069, -0.0283, -4.2513], [-1.8065, -1.1072, -4.9564], [-1.7405, -2.3976, -4.4286], [-1.1538, -2.5849, -3.1906], [-0.6707, -1.4910, -2.4805], [0.1496, -1.7546, -0.9206], [-1.3676, 0.9717, -4.6634], [-2.2615, -0.9445, -5.9269], [-2.1453, -3.2421, -4.9714], [-1.0873, -3.5758, -2.7550], [-5.7148, -2.3168, 0.2930], [-5.2500, -3.6084, -0.2317], [-3.9485, -3.7807, -0.2986], [-2.6866, -3.7630, -0.2754], [-0.4237, -3.4505, 4.5447], [-0.4099, -2.1042, 5.0957], [-6.0582, -4.6826, -0.6810], [-7.8522, -4.3715, -0.5033], [-4.8514, -1.7577, 0.6407], [-6.4225, -2.4856, 1.1046], [-6.2343, -1.7773, -0.4988], [-2.7138, -2.9176, -1.0269], [-0.8695, -2.4752, -0.3168], [0.5157, -1.5519, 4.9087], [-0.4956, -2.2386, 6.1795], [-1.2477, -1.4670, 4.7678], [-0.4837, -3.3525, 2.8539], [1.1420, -3.0200, 2.2224], [1.9710, -4.1280, 2.1349], [3.2756, -3.9663, 1.7442], [3.7357, -2.6787, 1.4562], [2.8860, -1.5877, 1.5437], [1.5442, -1.7261, 1.9298], [0.6687, -0.5310, 1.9369], [1.5738, -5.1034, 2.3883], [3.9325, -4.8234, 1.6621], [4.7646, -2.5305, 1.1487], [3.2271, -0.5908, 1.2938], [-0.2993, -0.7380, 2.4036], [1.1589, 0.2688, 2.5039], [0.8118, 3.9452, 3.2096], [1.8336, 3.9444, 1.7513], [1.1589, 5.0781, 0.5605], [3.4548, 4.4902, 2.1999], [1.8556, 2.4882, 1.1386], [2.9209, 1.9092, 1.0613], [0.6799, 2.1368, 0.8249]]
}